This record from the Open Molecules 2025 dataset describes 11 unconnected molecules or ions with the total composition C36H101BF4N9O10. The level of theory is wB97M-V/def2-TZVPD.

XYZ file:
```
161
Properties=species:S:1:pos:R:3:forces:R:3:lowdin_charge:R:1
H -7.88457 21.30630 -10.76065 -0.0751 0.5420 -0.2080 0.124
N -5.65235 20.06469 -9.74247 -0.2999 0.2558 -0.0606 0.058
O -1.07034 24.81667 -12.12192 0.0870 -0.2521 -0.0279 -0.189
H 3.52446 18.64217 -11.76662 -0.2525 0.0448 -0.4114 0.078
F -1.68132 18.56398 -11.83173 -0.1156 -0.0911 0.1372 0.087
H 2.16420 18.49624 -15.59128 -0.5313 -0.0548 -0.3365 0.083
C -0.61946 18.93959 -8.14560 1.4426 -0.0079 -0.3904 -0.038
C 2.19573 14.67164 -13.36964 -0.3178 0.5328 0.6590 -0.446
H -1.29492 20.11828 -16.45524 -0.0949 0.0625 -0.1952 0.109
H 0.66763 18.78842 -5.95828 -0.1056 0.4342 -0.1652 0.129
H 2.27855 19.15691 -6.66918 0.0541 -0.0441 0.1969 0.120
C -4.83092 18.81455 -18.69809 0.1654 -0.5605 0.8569 -0.456
C 3.17307 15.84096 -13.43475 0.3732 -0.6929 0.2230 -0.055
H -4.55605 17.08153 -20.05261 0.1713 0.2034 -0.0544 0.079
H -0.13168 23.32982 -11.00635 -0.1504 0.0720 0.1342 0.060
C 1.67550 17.09580 -6.81410 1.2422 0.1512 -1.7528 -0.421
N 2.55066 16.82814 -7.99545 -0.3765 0.0660 0.1337 0.047
H -2.90360 15.75886 -12.96885 -0.0749 0.0057 0.0770 0.077
H -3.69910 14.99145 -14.38412 0.0127 -0.1758 0.3529 0.071
H -3.04964 18.97992 -19.62249 -0.0511 0.0617 -0.0745 0.071
H 1.15064 21.43480 -11.62944 0.0132 -0.0390 0.2046 0.038
H -0.88899 17.88787 -8.05372 -0.6350 0.1483 0.2287 0.089
H -8.67739 24.11328 -7.94851 0.1802 0.1019 -0.2294 0.085
O 4.47879 20.57887 -13.29721 0.0097 -0.6129 0.1812 -0.173
C -5.16895 19.65831 -15.70657 -0.3273 -0.1394 -0.9298 -0.093
H 0.01060 19.26314 -17.27239 0.2526 0.2020 -0.1360 0.132
H 0.49160 15.86133 -13.10757 -0.6804 -0.2504 0.0302 0.117
H -5.78674 23.28887 -10.88124 -0.2198 -0.1024 0.1104 0.080
H -0.31568 24.15523 -15.85045 0.2040 0.1221 0.0755 0.062
C 0.06667 24.29378 -11.48034 0.7031 -0.0128 0.1900 -0.125
C 2.44960 16.64064 -5.61777 -0.2145 0.3632 1.3233 -0.081
H -7.74057 14.22843 -13.87271 0.0242 0.2627 0.2212 0.085
H -6.14083 17.17308 -19.29446 0.2743 -0.0758 0.4268 0.075
C 0.93365 15.02357 -12.55309 1.2419 0.6277 -0.7319 -0.209
C 0.32549 22.55031 -6.76163 0.6760 -1.1594 -0.2717 -0.425
H 3.41175 17.36567 -7.90860 0.0098 -0.1066 0.2321 0.070
H -2.47967 22.49762 -9.24321 -0.0342 0.3051 -0.0989 0.073
F -2.51254 20.26723 -10.50740 -0.4470 -0.1156 0.0400 0.110
H -6.67866 16.09089 -12.47274 0.0437 0.0842 0.2482 0.124
H 4.28393 21.59997 -15.14667 -0.5025 -0.5012 0.1918 0.082
H -0.02794 25.15299 -14.38644 -0.0172 0.0853 -0.1468 0.073
H 2.84666 16.68087 -14.04757 -0.3420 0.0129 0.1152 0.063
H 2.56195 21.35221 -13.31400 0.1887 0.2565 -0.1803 0.114
H -4.77387 20.09399 -10.25536 0.0335 -0.3419 0.0476 0.036
H -2.42206 21.83305 -14.11132 -0.0465 -0.3817 -0.5505 0.046
H -5.68477 20.31268 -16.42227 -0.2268 -0.0484 0.1884 0.082
H -6.30125 19.57144 -10.35332 0.2006 -0.1730 -0.0205 0.072
C -6.08264 21.47082 -9.70339 -0.0934 0.2619 -0.3154 -0.421
C -7.60826 21.60612 -9.74064 0.1596 -0.8032 -1.2307 -0.230
C 0.35533 19.72537 -15.18516 -0.7916 -1.2495 0.8899 -0.407
O -4.07340 19.04614 -16.35438 0.7913 0.2909 0.2348 -0.210
H -4.03779 18.42617 -13.28140 -0.0898 0.0094 -0.2253 0.050
C -2.39521 22.88687 -8.22023 -0.0708 -1.0252 -0.3309 -0.104
H -7.35350 22.98844 -7.54631 0.0111 0.0782 0.0133 0.084
H -0.44973 21.82672 -6.47791 -0.4107 0.4148 0.1856 0.116
H 1.90544 21.56898 -5.84013 -0.1412 0.0355 0.0659 0.061
O -1.29061 23.73838 -8.07134 -0.1639 0.3299 -0.0357 -0.180
H -0.40654 24.29474 -5.68914 -0.0632 -0.1293 -0.1315 0.077
C -0.13596 21.90149 -18.09296 0.7500 0.2042 0.6748 -0.099
H -2.75608 24.33604 -13.04672 -0.1226 -0.3297 -0.3046 0.130
H -5.15149 17.43136 -17.05736 -0.0483 -0.0278 0.0849 0.116
C -1.83451 23.81045 -12.79690 0.8879 0.3477 0.1358 -0.170
H 4.08661 15.45519 -13.89237 0.0845 0.1496 0.0357 0.075
H 1.33572 24.25947 -5.86017 0.1021 -0.1756 -0.2473 0.082
H -3.79842 18.28444 -9.62158 0.0100 -0.0652 0.0173 0.016
H 0.26892 21.31532 -18.92447 -0.5098 0.1606 -0.2897 0.089
C -5.67012 15.65433 -12.55974 -1.6853 0.0965 -0.1567 -0.197
H 0.30624 14.12946 -12.49712 -0.3714 0.1664 0.0521 0.127
O -3.47901 17.44100 -9.96847 0.1958 -0.0403 -0.0621 -0.070
H -5.84353 18.86484 -15.36608 -0.1531 0.2918 0.2864 0.081
C 3.01728 20.67437 -11.35091 -0.8957 0.4058 0.5054 -0.394
H -1.62950 25.08821 -15.18875 -0.0901 0.0240 0.2415 0.080
H 3.81025 20.88375 -10.62782 0.1165 -0.4831 0.0446 0.136
H 0.95037 24.13047 -12.11389 -0.3272 -0.0480 -0.4776 0.080
H 0.29412 22.90627 -18.09640 0.0431 -0.0975 -0.2868 0.082
H -3.30640 20.17741 -18.57983 -0.1710 0.0802 0.1746 0.058
H 0.43623 25.01027 -10.74407 -0.4364 0.0174 0.1785 0.088
H -0.12747 15.32022 -9.80556 -0.2682 -0.2375 -0.2947 0.094
B -1.92386 19.95703 -11.73877 0.8015 0.2321 0.0305 -1.300
O -8.04448 22.92893 -9.50687 -0.2431 -0.3766 0.3231 -0.171
C 1.34772 18.60207 -6.79989 -0.2438 -1.1598 0.0226 -0.222
O 0.82629 18.99852 -8.05861 -0.4112 0.4886 0.3629 -0.247
H -0.85932 19.30667 -9.14209 -0.1402 -0.0868 0.0867 0.076
H 1.39022 20.99753 -10.10014 0.2084 -0.2217 0.0584 0.051
H -5.27407 15.56816 -11.54867 0.4222 0.2620 -0.1247 0.129
H 5.64436 20.48538 -14.96247 -0.1668 -0.2709 0.1109 0.087
N -3.76948 19.61434 -19.28408 0.1945 0.1080 -0.3533 0.047
H -1.49156 21.86539 -15.48037 0.0902 0.0063 0.1265 0.029
C -8.27149 23.11865 -8.12838 -0.1510 0.0132 0.3136 -0.119
H 3.81671 22.31693 -12.44008 -0.2212 0.1077 -0.1753 0.130
H 2.66372 13.86294 -12.79976 0.2533 -0.1267 -0.3653 0.137
C -5.50533 22.22889 -10.90523 0.1197 1.1807 0.5323 -0.052
C 3.45748 21.30743 -12.67524 -0.5173 0.1662 0.5736 -0.215
F -2.71807 20.35171 -12.81507 -0.3098 -0.0904 0.0189 0.118
H -3.45178 17.59923 -17.56082 -0.0434 -0.1312 -0.0967 0.131
H 0.79025 16.48411 -7.00375 -0.1989 0.1904 0.3179 0.135
H -4.81753 20.29063 -14.89660 0.1874 -0.2749 0.1461 0.084
H -3.31776 23.38702 -7.93596 0.1141 0.2975 -0.0366 0.087
N -0.32766 18.51695 -14.60754 0.3773 0.4745 0.0653 0.074
H 1.25372 14.87147 -15.19521 0.4565 0.5013 0.2040 0.073
C -6.67281 14.11012 -14.09444 0.1022 0.6604 -0.5783 -0.127
N 1.59542 21.78284 -6.77885 -0.1664 0.3877 -0.6928 0.050
C 1.83237 19.44815 -15.16962 1.0240 0.5693 0.0503 -0.056
H 3.45701 17.06353 -5.64419 0.0337 -0.1037 -0.0671 0.079
N -2.00178 22.43269 -14.81799 -0.3150 0.2812 0.8390 0.077
N 1.84536 21.44255 -10.88686 0.3489 0.7535 -0.5559 0.057
H -5.44269 16.64538 -14.43791 -0.1140 0.4116 0.1248 0.106
H 2.51801 18.76873 -10.43716 -0.7236 0.2947 0.1913 0.060
H 2.08923 17.26448 -8.78487 -0.0231 -0.2018 -0.2734 0.021
C -0.04601 23.07385 -8.15835 0.4089 0.3614 0.2967 -0.197
H 0.10421 20.51902 -14.47207 0.3832 0.5354 -0.4500 0.119
H -6.38188 14.81732 -14.87992 -0.3582 -0.0988 -0.2119 0.075
O 1.32324 15.49702 -11.27980 -0.1030 0.0502 0.1209 -0.181
H -6.56460 13.10999 -14.51383 0.3446 -0.1072 0.3327 0.084
H -1.03221 19.61950 -7.40005 -0.3483 -0.2960 0.1440 0.083
H 0.69727 23.79207 -8.51069 0.0044 0.2030 0.2677 0.124
H -5.71378 21.93356 -8.78250 0.0749 -0.0353 0.0082 0.121
H -2.32010 21.97109 -7.61634 0.0787 0.1768 0.2499 0.079
H 5.63644 22.06516 -14.24103 0.0199 -0.1175 0.6272 0.084
H -5.69739 19.43948 -18.46149 0.1540 0.2271 -0.0755 0.129
C 0.22219 16.01933 -10.57056 -0.4214 0.4972 0.4118 -0.099
H 3.39119 16.15549 -12.41493 0.0435 0.2662 -0.1279 0.068
H 1.81609 19.00786 -12.10283 -0.2058 0.0452 0.2405 0.069
H -5.81856 18.30427 -20.49691 0.5486 -0.1021 -0.3747 0.077
H 2.35898 20.25012 -15.69650 0.0391 -0.1027 0.0283 0.076
H -5.84344 21.85545 -11.87201 0.1188 -0.3913 0.0892 0.086
C -0.20177 20.06820 -16.55488 -0.2377 -0.0996 0.6610 -0.214
H 0.25398 18.34030 -13.78790 -0.0890 -0.4888 -0.0731 0.043
C -1.09872 23.30318 -14.06066 -0.5892 0.8557 -0.2464 -0.425
H 2.23335 19.43357 -14.15151 -0.1803 0.0786 -0.1082 0.047
H -0.04857 22.33023 -8.96063 -0.1827 -0.4622 0.3147 0.102
H 1.28204 13.40695 -14.69006 0.4452 -0.1677 0.1871 0.067
N -4.74084 17.85250 -12.82784 -0.2017 0.0893 0.4675 0.073
H -0.16356 22.79438 -13.79116 -0.0872 -0.0298 0.2385 0.120
O 0.34572 21.32676 -16.89079 -0.2373 -0.0041 -0.0845 -0.212
F -0.68237 20.62326 -11.79050 -0.2219 -0.0737 -0.2349 0.107
C -3.53936 15.92754 -13.83782 -0.2968 0.0704 -0.9624 -0.039
O -5.83399 14.31338 -12.99417 0.4285 -0.7844 0.1978 -0.193
H -4.32849 17.62907 -11.91876 -0.2079 0.2926 -0.0128 0.040
C 0.45645 23.62740 -5.72082 -0.3933 0.5310 0.4960 -0.068
C 2.64200 19.20791 -11.42413 2.0763 -0.7398 -0.2791 -0.045
C -0.74269 24.51790 -14.90935 0.2951 -0.3728 -0.3819 -0.057
H -2.71767 17.68455 -10.52511 -0.1977 0.0463 0.1958 0.005
H -1.22011 22.04542 -18.08474 -0.0886 -0.4336 -0.1966 0.085
H 1.99669 17.01659 -4.69087 -0.0227 -0.0381 -0.0355 0.077
H -2.03332 23.00578 -12.08128 -0.1329 -0.1843 -0.1427 0.108
H 1.42996 20.90616 -7.26068 0.1521 0.1096 -0.0773 0.021
H 0.42803 16.94222 -10.01497 0.7028 -0.0686 -0.2255 0.062
H -9.01193 22.40664 -7.74360 0.0242 -0.0847 -0.0778 0.083
H -4.41642 22.26632 -10.83998 0.0497 -0.4096 -0.2471 0.057
C -4.89552 16.57730 -13.49056 1.4512 -1.2112 -0.0916 -0.442
N 1.88984 14.22853 -14.72046 -0.9793 -0.7402 -0.4118 0.028
H -3.00982 16.55089 -14.56567 0.1244 0.2300 0.2857 0.067
H 2.51628 15.56110 -5.50225 0.0455 -0.0317 -0.3276 0.077
H 0.53633 23.17252 -4.72939 0.0508 -0.0099 0.0027 0.074
C 5.00121 21.18219 -14.42660 0.7511 1.0184 -1.0437 -0.147
C -4.38290 18.14449 -17.38742 -0.2351 0.0269 0.0107 -0.216
C -5.31322 17.77405 -19.68479 -1.1267 0.1053 -0.3276 -0.078
H -0.56394 16.34103 -11.25839 -0.2248 -0.3921 0.0667 0.071
H -8.17107 20.84673 -9.18551 0.2887 0.2689 0.8323 0.121
H -1.18012 18.82691 -14.14138 -0.1937 -0.0673 -0.4101 0.044
```
Forces are in eV/Å.

Computed properties:
- F_max (eV/Å) = 2.2
- calculated total energy (eV) = -84407.5756
- charge = -1
- LUMO energy (eV) = 2.38

This record from the Open Molecules 2025 dataset describes 2 unconnected molecules or ions with the total composition C3H7NO. The level of theory is wB97M-V/def2-TZVPD.

XYZ file:
```
12
Properties=species:S:1:pos:R:3:forces:R:3:lowdin_charge:R:1
H 0.62992 1.26079 1.32243 -0.0023 0.3070 -0.0497 0.070
N 1.43842 0.23692 -0.27290 -0.0308 0.7482 0.6737 -0.086
H -1.88002 -1.24400 -1.17144 0.0414 -0.0596 0.0469 0.077
O -2.79826 -0.17157 0.27252 -0.0888 -0.1921 0.3450 -0.011
C -2.23760 -0.27795 -0.77868 -0.0321 0.2820 -0.2038 -0.160
H 2.03451 0.36344 1.75627 0.7238 0.2209 0.1767 0.064
H -2.07692 0.60966 -1.40949 0.1496 -0.0121 -0.1754 0.078
C 1.62912 0.99598 0.97308 -1.2801 -0.4728 -0.7376 -0.133
H 2.52410 -1.38062 0.50732 0.0108 0.2737 0.4061 0.070
H 1.85547 -1.51766 -1.18690 -0.0736 0.1832 0.1108 0.064
C 1.95026 -0.89921 -0.28625 0.2513 -1.3394 -1.0314 -0.107
H 2.15353 1.90524 0.70462 0.3307 0.0610 0.4385 0.074
```
Forces are in eV/Å.

Computed properties:
- F_max (eV/Å) = 1.7
- calculated total energy (eV) = -6760.1297
- SMILES = C=NC.C=O
- charge = 0
- LUMO energy (eV) = 1.03
- relative energy (zero: lowest compared OMol25 entry of this formula, charge and spin) (kcal per mole) = 60.4

This record from the Open Molecules 2025 dataset describes a gas-phase ion, C2H6N3O (charge +1). The level of theory is wB97M-V/def2-TZVPD.

XYZ file:
```
12
Properties=species:S:1:pos:R:3:forces:R:3:lowdin_charge:R:1
N 1.67145 -0.02971 -1.19715 2.4132 -1.1399 1.2681 0.134
C 0.76497 -0.65122 -0.18920 0.7750 -2.4236 1.1235 -0.210
O 0.75323 2.04214 -1.96657 0.2152 -0.6052 -0.2298 0.216
H 1.08963 -0.59139 0.88538 -0.1420 0.6371 -0.9259 0.147
H 0.51225 -1.70058 -0.35327 1.1173 -0.3110 -0.1793 0.123
N -0.40051 0.01509 -0.63910 0.0289 2.0875 -1.2433 -0.045
N -1.26727 0.67694 0.33835 3.2457 3.0927 -2.0466 0.210
H 2.78095 -0.07940 -1.22424 -3.2580 0.3597 -0.1623 0.241
H -0.76685 1.24874 1.04285 -0.0219 -0.5479 0.1556 0.183
H -1.86263 0.03491 0.77223 -1.7358 -1.1020 0.5749 0.149
C 0.87697 0.97238 -1.52317 -1.8105 0.9290 0.9169 -0.347
H -1.66471 1.42325 -0.27790 -0.8271 -0.9764 0.7481 0.201
```
Forces are in eV/Å.

Computed properties:
- F_max (eV/Å) = 4.9
- calculated total energy (eV) = -8679.2503
- SMILES = [NH3+]N1CNC1=O
- charge = +1
- LUMO energy (eV) = -3.81
- relative energy (zero: lowest compared OMol25 entry of this formula, charge and spin) (kcal per mole) = 91.5

This record from the Open Molecules 2025 dataset describes C3H2BrF3O in the gas phase. The level of theory is wB97M-V/def2-TZVPD.

XYZ file:
```
10
Properties=species:S:1:pos:R:3:forces:R:3:lowdin_charge:R:1
Br 2.88358 -1.14468 -0.27972 0.3121 -0.1326 -0.1213 0.808
F -1.14746 -1.91737 0.42469 -0.7072 1.2955 -0.6891 -0.102
C 1.86746 0.41595 -0.39015 -3.3949 -0.5515 1.4554 -0.759
O 2.13407 1.52647 -0.60888 0.7465 -0.3012 -0.3146 0.093
F -0.33834 1.35550 -0.57022 -0.1239 0.7568 -0.2325 0.004
F 0.09087 0.74604 1.46718 0.5125 -0.6196 -0.4719 0.039
H -2.21867 -0.20568 0.75008 1.1099 0.2293 -0.1497 0.119
C 0.05774 0.29285 0.17250 -1.9178 0.9935 -0.5299 -0.306
H -1.89191 -0.49696 -1.01369 1.3011 -0.3787 1.5814 0.135
C -1.43733 -0.57211 0.04822 2.1616 -1.2914 -0.5278 -0.030
```
Forces are in eV/Å.

Computed properties:
- F_max (eV/Å) = 3.7
- calculated total energy (eV) = -83383.0454
- SMILES = O=C(Br)C(F)(F)CF
- charge = 0
- LUMO energy (eV) = -0.03
- relative energy (zero: lowest compared OMol25 entry of this formula, charge and spin) (kcal per mole) = 42.6

Among the records above, which one has the lowest LUMO energy?
C2H6N3O